Model one:
Formula: C4H13NOS
Source: the Open Molecules 2025 dataset
Level of theory: wB97M-V/def2-TZVPD

Last column: Mulliken charge in e.
Positions of all 20 atoms, in Å:
N  -0.738  -0.624  0.898  -0.41
H  -1.600  0.221  -0.857  0.38
H  -1.238  -1.390  2.800  0.28
H  0.262  -0.637  0.739  0.27
C  -1.267  0.507  0.146  -0.71
H  -0.576  2.416  0.884  0.28
H  -0.830  3.692  -1.188  0.40
H  -1.705  0.298  2.556  0.28
C  -0.990  2.619  -1.202  -0.58
H  0.521  1.120  -2.319  0.10
H  -0.015  -0.098  2.830  0.28
H  0.619  1.684  0.070  0.45
H  3.945  -5.596  -1.947  0.32
O  4.555  -5.907  -1.261  -0.64
C  -0.462  1.829  -0.041  -0.70
H  4.947  -5.056  -1.023  0.32
H  -2.058  2.427  -1.290  0.32
C  -0.939  -0.444  2.362  -0.75
S  -0.269  2.069  -2.809  -0.23
H  -2.162  0.869  0.652  0.35

Properties
Multiplicity = 1
SMILES string = CNCCCS.O
Charge = 0
LUMO energy = 0.8 eV
HOMO = -8.94 eV
Kohn-Sham gap = 0.3581 hartree

***

Model two:
Formula: C4H13NOS
Source: the Open Molecules 2025 dataset
Level of theory: wB97M-V/def2-TZVPD

Last column: Mulliken charge in e.
Positions of all 20 atoms, in Å:
S  0.631  3.031  1.931  -0.23
C  0.779  1.129  1.876  -0.86
O  -3.657  0.054  -1.760  -0.65
H  0.296  1.368  -1.201  0.33
C  -0.015  -2.191  -0.571  -0.83
H  1.612  0.909  2.587  0.35
H  0.943  -2.763  -0.833  0.29
H  1.873  3.453  2.126  0.11
H  -3.004  -0.262  -2.404  0.32
H  -0.863  -2.846  -0.876  0.25
H  -0.181  0.815  2.148  0.39
H  0.025  -2.027  0.499  0.25
N  0.197  -0.880  -1.284  -0.38
H  -0.941  0.410  -0.139  0.24
H  0.930  -1.089  -1.960  0.27
H  1.565  -0.404  0.850  0.41
H  2.180  1.057  0.128  0.28
C  0.150  0.451  -0.567  -0.50
C  1.231  0.492  0.569  -0.35
H  -3.751  -0.708  -1.120  0.31

Properties
Multiplicity = 1
SMILES string = CNCCCS.O
Charge = 0
LUMO energy = 0.8 eV
HOMO = -8.48 eV
Kohn-Sham gap = 0.3407 hartree

***

Question: of the structures shown, which is the least stable? Reply: model two.